[1]
Below is a 2-piece molecular cluster, C9H14 overall, with properties calculated with wB97M-V/def2-TZVPD.

Element x y z (Å)
C (2.2115, 0.9641, 2.7784)
C (1.8195, 0.2485, 1.4753)
C (2.6570, 0.3393, 0.3750)
C (2.1656, -0.0589, -0.8549)
C (0.9416, -0.7335, -0.8193)
C (0.1008, -0.8564, 0.2442)
C (0.5098, -0.2203, 1.4401)
H (1.3403, 1.3443, 3.3057)
H (2.9498, 1.7211, 2.5638)
H (2.6047, 0.2046, 3.5034)
H (3.6671, 0.7409, 0.4941)
H (2.7629, -0.1184, -1.7492)
H (0.7363, -1.2849, -1.7236)
H (-0.9040, -1.2647, 0.2933)
H (-0.2335, -0.1559, 2.2051)
C (-2.6512, -0.2653, -0.9303)
C (-3.0941, 0.1089, -2.3726)
H (-2.3615, 0.6564, -0.4313)
H (-3.4985, -0.7324, -0.4126)
H (-1.8893, -1.0135, -0.9606)
H (-2.7088, 1.0018, -2.8557)
H (-4.1789, 0.1028, -2.4521)
H (-2.9472, -0.7286, -3.1163)

## Properties
Structure (SMILES) = Cc1ccccc1.CC
Energy above the lowest of the compared OMol25 structures with the same formula, charge and spin = 29.9 kcal per mole
DFT total energy = -9558.88661 eV
HOMO level = -8.91 eV
Charge = 0

Löwdin population analysis, charges in e, atoms 1 to 2: number 1, C, carries -0.056; number 2, C, carries -0.277



[2]
Below is a 2-piece molecular cluster, C9H24N2O4P overall, with properties calculated with wB97M-V/def2-TZVPD.

Element x y z (Å)
O (0.0164, -3.1775, -4.0386)
N (0.1017, -4.3337, -3.8363)
O (1.4007, -4.7822, -3.6585)
C (2.2688, -3.9842, -2.7900)
P (1.6338, -3.7025, -1.0080)
O (2.6569, -2.2287, -0.9247)
C (2.1781, -1.3368, 0.0369)
C (0.8945, -1.9250, 0.6431)
O (1.1077, -3.3026, 0.6403)
H (3.1782, -4.5869, -2.7447)
H (2.5288, -3.0399, -3.2724)
H (2.7572, -4.4256, -0.4714)
H (0.8139, -4.8839, -1.0697)
H (0.5732, -2.8591, -1.5027)
H (2.9147, -1.3310, 0.8631)
H (2.0940, -0.2857, -0.2764)
H (-0.0209, -1.6438, 0.1011)
H (0.7646, -1.5360, 1.6624)
C (-2.4724, 0.3789, 1.7100)
C (-1.3978, 1.4370, 1.9133)
N (-0.8018, 1.8851, 0.6699)
C (0.4340, 2.6234, 0.8427)
C (0.3722, 3.9721, 1.5711)
C (-1.7261, 2.3954, -0.3256)
C (-2.6257, 3.5741, 0.0703)
H (-2.0862, -0.4434, 1.1066)
H (-2.7785, -0.0225, 2.6775)
H (-3.3658, 0.7770, 1.2255)
H (-0.5968, 0.9969, 2.5137)
H (-1.8224, 2.2587, 2.5161)
H (0.8770, 2.7675, -0.1465)
H (1.1237, 1.9683, 1.3835)
H (-0.0947, 4.7473, 0.9635)
H (1.3849, 4.3066, 1.8065)
H (-0.1769, 3.8967, 2.5112)
H (-2.3670, 1.5698, -0.6438)
H (-1.1390, 2.6613, -1.2081)
H (-3.1033, 3.4050, 1.0372)
H (-3.4190, 3.6942, -0.6709)
H (-2.0807, 4.5161, 0.1227)

## Properties
Energy above the lowest of the compared OMol25 structures with the same formula, charge and spin = 165.5 kcal per mole
DFT total energy = -30177.44417 eV
HOMO level = -4.18 eV
Charge = -1

Löwdin population analysis, charges in e, atoms 1 to 2: number 1, O, carries -0.005; number 2, N, carries -0.083



[3]
Below is one molecule with the formula C3H9N3, with properties calculated with wB97M-V/def2-TZVPD.

Element x y z (Å)
C (-0.9548, -1.6750, -0.7664)
N (-1.1046, -0.5253, -1.3267)
C (-0.4242, 0.4905, -0.5767)
N (0.8277, 0.8694, -1.1916)
N (-0.1745, -0.1293, 0.7672)
C (0.7412, 0.5953, 1.6350)
H (-1.6331, -2.4624, -1.0899)
H (-0.0971, -2.1427, -0.2695)
H (-1.0635, 1.3897, -0.4993)
H (1.3445, 0.0492, -1.4886)
H (0.6542, 1.4542, -1.9999)
H (-1.0674, -0.2440, 1.2411)
H (0.9094, 0.0190, 2.5439)
H (0.3533, 1.5866, 1.9033)
H (1.6890, 0.7247, 1.1180)

## Properties
Structure (SMILES) = C=N[C@H](N)NC
Energy above the lowest of the compared OMol25 structures with the same formula, charge and spin = 51.2 kcal per mole
DFT total energy = -7725.35461 eV
HOMO level = -8.56 eV
Charge = 0

Löwdin population analysis, charges in e, atoms 1 to 2: number 1, C, carries -0.071; number 2, N, carries 0.023



[4]
Below is a 7-piece molecular cluster, C52H65ClNO3 overall, with properties calculated with wB97M-V/def2-TZVPD.

Element x y z (Å)
C (2.9085, 1.4534, -0.2573)
C (2.3168, 0.2056, 0.3251)
O (2.9373, -0.4716, 1.1369)
O (1.0560, -0.1080, -0.0732)
C (0.8770, -1.4728, -0.4981)
C (-0.2524, -2.0843, 0.2777)
C (-1.5929, -1.4349, -0.0632)
C (-2.4673, -1.1375, 1.1451)
C (-3.4725, -0.0296, 0.7787)
C (-4.9224, -0.3388, 1.1416)
C (-5.9121, 0.0560, 0.0550)
N (-7.1259, -0.8610, 0.2279)
C (-8.4032, -0.3170, -0.3125)
C (-9.4009, -1.4329, -0.6096)
C (-8.1697, 0.5379, -1.5414)
C (-7.2049, 1.6967, -1.2396)
C (-6.4317, 1.4889, 0.0713)
C (-5.3241, 2.5676, 0.1442)
C (-5.3943, 3.2741, 1.4809)
O (-6.1514, 4.2134, 1.6723)
Cl (-4.4139, 2.6638, 2.8329)
H (2.9305, 2.2205, 0.5038)
H (2.3610, 1.8130, -1.1163)
H (3.9272, 1.2210, -0.5224)
H (1.7893, -2.0443, -0.3969)
H (0.6291, -1.4301, -1.5544)
H (-0.2522, -3.1517, 0.0925)
H (-0.0272, -1.9546, 1.3323)
H (-2.1244, -2.0903, -0.7438)
H (-1.3738, -0.4756, -0.5162)
H (-2.9913, -2.0226, 1.4868)
H (-1.8331, -0.8134, 1.9581)
H (-3.1776, 0.8384, 1.3490)
H (-3.3603, 0.2297, -0.2675)
H (-5.2295, 0.0921, 2.0875)
H (-4.9968, -1.4205, 1.2531)
H (-5.5097, -0.1709, -0.9234)
H (-6.9153, -1.7961, -0.1162)
H (-7.2439, -0.9581, 1.2351)
H (-8.8472, 0.3066, 0.4490)
H (-9.2522, -1.7983, -1.6161)
H (-9.3248, -2.2314, 0.1204)
H (-10.4020, -1.0400, -0.5271)
H (-9.1462, 0.9051, -1.8142)
H (-7.7824, -0.0637, -2.3554)
H (-6.4493, 1.7594, -2.0150)
H (-7.7055, 2.6542, -1.2290)
H (-7.1012, 1.6723, 0.9036)
H (-4.3411, 2.1998, -0.1110)
H (-5.5714, 3.3370, -0.5698)
C (6.7529, 2.4919, 3.8730)
C (6.4092, 1.2608, 3.3306)
C (5.0743, 0.8953, 3.2273)
C (4.0828, 1.7653, 3.6606)
C (4.4256, 2.9973, 4.2002)
C (5.7615, 3.3596, 4.3092)
H (7.7943, 2.7747, 3.9552)
H (7.1832, 0.5868, 2.9884)
H (4.8030, -0.0634, 2.8079)
H (3.0414, 1.4794, 3.5769)
H (3.6521, 3.6754, 4.5377)
H (6.0295, 4.3181, 4.7342)
C (2.6028, -3.7248, -3.5325)
C (2.7948, -2.3726, -3.7773)
C (2.6827, -1.8747, -5.0681)
C (2.3671, -2.7298, -6.1145)
C (2.1704, -4.0819, -5.8699)
C (2.2915, -4.5802, -4.5802)
H (2.6972, -4.1129, -2.5262)
H (3.0366, -1.7039, -2.9600)
H (2.8419, -0.8208, -5.2584)
H (2.2773, -2.3427, -7.1210)
H (1.9258, -4.7485, -6.6862)
H (2.1454, -5.6357, -4.3919)
C (-1.2579, 1.1148, -3.7287)
C (-1.7162, -0.1124, -4.1885)
C (-3.0807, -0.3528, -4.2838)
C (-3.9866, 0.6379, -3.9278)
C (-3.5275, 1.8673, -3.4710)
C (-2.1631, 2.1043, -3.3683)
H (-0.1951, 1.3017, -3.6507)
H (-1.0099, -0.8831, -4.4708)
H (-3.4371, -1.3107, -4.6399)
H (-5.0513, 0.4547, -4.0170)
H (-4.2329, 2.6455, -3.2036)
H (-1.8037, 3.0608, -3.0116)
C (-0.3441, -2.6394, 5.2243)
C (-1.6471, -2.3088, 4.8809)
C (-2.6184, -3.2974, 4.8040)
C (-2.2889, -4.6171, 5.0787)
C (-0.9864, -4.9475, 5.4251)
C (-0.0139, -3.9599, 5.4947)
H (0.4137, -1.8692, 5.2814)
H (-1.9053, -1.2777, 4.6729)
H (-3.6348, -3.0389, 4.5323)
H (-3.0467, -5.3879, 5.0250)
H (-0.7293, -5.9757, 5.6418)
H (1.0020, -4.2190, 5.7613)
C (1.2038, 4.4307, -6.4548)
C (1.0698, 3.1240, -6.0095)
C (2.0393, 2.5618, -5.1924)
C (3.1454, 3.3090, -4.8121)
C (3.2805, 4.6173, -5.2555)
C (2.3125, 5.1767, -6.0785)
H (0.4473, 4.8670, -7.0933)
H (0.2070, 2.5368, -6.2992)
H (1.9318, 1.5377, -4.8550)
H (3.9022, 2.8727, -4.1728)
H (4.1421, 5.2013, -4.9604)
H (2.4224, 6.1952, -6.4266)
C (11.5171, -0.0113, 5.2196)
C (11.1734, -1.2412, 4.6773)
C (9.8380, -1.6056, 4.5741)
C (8.8461, -0.7366, 5.0065)
C (9.1898, 0.4949, 5.5466)
C (10.5252, 0.8560, 5.6564)
H (12.5583, 0.2715, 5.3027)
H (11.9466, -1.9167, 4.3356)
H (9.5705, -2.5675, 4.1563)
H (7.8044, -1.0188, 4.9230)
H (8.4161, 1.1723, 5.8827)
H (10.7935, 1.8141, 6.0822)

## Properties
DFT total energy = -75127.48718 eV
HOMO level = -10.16 eV
Charge = +1

Löwdin population analysis, charges in e, atoms 1 to 2: number 1, C, carries 0.033; number 2, C, carries -0.495